{
  "formula": "C21H23F6N4O6S4W",
  "method": "ωB97M-V with the def2-TZVPD basis set",
  "total_energy_ev": -101861.669,
  "lumo_energy_ev": [-2.54, -4.04],
  "homo_lumo_gap_ha": [0.3071, 0.2519],
  "e_homo_ev": [-10.895, -10.899],
  "e_above_lowest_kj_mol": 2.1,
  "largest_force_ev_per_a": 0.602,
  "total_charge": 1,
  "multiplicity": 3,
  "symbols": ["O", "H", "H", "H", "O", "C", "S", "H", "C", "S", "S", "H", "H", "C", "C", "H", "H", "N", "C", "C", "H", "F", "C", "S", "H", "C", "O", "N", "H", "C", "H", "H", "H", "C", "C", "C", "F", "H", "F", "H", "C", "H", "F", "H", "H", "O", "C", "O", "H", "N", "C", "C", "F", "C", "H", "C", "O", "C", "C", "H", "W", "F", "C", "H", "N"],
  "positions_angstrom": [[-4.471, 0.011, 0.773], [1.884, -3.839, 0.380], [4.627, 3.990, -2.558], [2.496, -0.472, -2.749], [-0.137, 0.670, -2.734], [-2.116, -2.523, 0.271], [2.644, 1.805, 0.990], [6.588, 2.965, -3.538], [4.285, 0.644, -3.075], [0.592, 1.423, -1.760], [-2.338, 2.330, 1.876], [1.921, -2.373, -0.599], [-3.593, -3.697, -0.646], [0.161, -2.613, 0.605], [1.406, 0.676, 0.655], [-0.304, -2.060, 3.978], [4.845, -0.211, -3.432], [-3.297, 2.262, 0.625], [2.579, 1.323, 2.660], [0.184, -2.666, 3.215], [1.399, -0.079, 3.813], [-1.517, 4.324, 0.337], [4.165, 3.012, -2.584], [-3.610, 0.862, 0.023], [-2.612, -1.963, 3.641], [-1.897, -2.476, 1.679], [0.111, 2.697, -1.305], [0.673, 0.395, -0.449], [-1.376, -1.997, -2.401], [-3.430, -2.639, -0.422], [0.138, -3.706, 3.546], [-3.862, -1.998, 2.401], [3.245, 1.762, 3.383], [-2.949, -2.481, 2.744], [2.855, 2.857, -2.186], [1.645, 0.378, 2.869], [-3.595, 2.105, -2.270], [1.234, -2.386, 3.161], [-0.121, 3.698, 1.871], [-0.751, -3.643, -2.235], [2.257, 1.601, -2.228], [0.338, -2.252, -2.153], [-1.883, 4.837, 2.401], [6.671, 1.297, -3.884], [2.281, 3.708, -1.844], [-2.361, 0.186, -0.475], [-1.396, 3.927, 1.580], [-2.958, 2.434, 3.145], [-3.190, -3.509, 3.023], [6.207, 2.046, -3.403], [-0.488, -2.545, 1.887], [1.628, -2.778, 0.368], [-4.619, 0.197, -2.246], [-4.398, 1.325, -1.585], [-3.437, -2.102, -1.369], [-0.851, -2.567, -0.395], [-1.308, 1.265, 1.777], [2.976, 0.497, -2.686], [4.904, 1.907, -3.034], [-4.256, -2.290, 0.188], [-0.845, -0.564, 0.738], [-5.540, 1.933, -1.331], [-0.649, -2.616, -1.877], [2.221, -2.283, 1.135], [0.996, -0.020, 1.714]],
  "forces_ev_per_a": [[-0.1, 0.0, 0.0], [0.0, 0.0, 0.0], [0.0, 0.0, 0.0], [0.0, 0.0, 0.0], [-0.1, 0.0, 0.1], [0.0, 0.0, 0.1], [0.1, -0.1, 0.1], [0.0, 0.0, 0.0], [0.0, 0.0, 0.0], [0.0, 0.0, -0.1], [-0.1, 0.0, -0.2], [0.0, 0.0, 0.0], [0.0, 0.0, 0.0], [0.0, 0.0, 0.1], [0.0, 0.1, -0.2], [0.0, 0.0, 0.0], [0.0, 0.0, 0.0], [0.1, -0.2, 0.2], [-0.1, 0.0, 0.0], [0.0, 0.0, 0.0], [0.0, 0.0, 0.0], [0.0, 0.0, 0.0], [0.0, -0.1, 0.0], [0.0, 0.3, -0.3], [0.0, 0.0, 0.0], [0.0, 0.0, -0.1], [-0.1, -0.1, 0.0], [0.0, 0.1, 0.2], [0.0, 0.0, 0.0], [0.0, 0.0, 0.0], [0.0, 0.0, 0.0], [0.0, 0.0, 0.0], [0.0, 0.0, 0.0], [0.0, 0.0, 0.0], [0.0, 0.0, 0.0], [0.0, 0.0, 0.0], [0.0, 0.0, 0.0], [0.0, 0.0, 0.0], [0.0, 0.0, 0.0], [0.0, 0.0, 0.0], [0.0, 0.0, 0.0], [0.0, 0.0, 0.0], [0.0, 0.0, 0.0], [0.0, 0.0, 0.0], [0.0, 0.0, 0.0], [-0.1, 0.0, 0.0], [0.0, 0.0, 0.0], [0.0, 0.0, 0.0], [0.0, 0.0, 0.0], [0.0, 0.0, 0.0], [0.0, 0.0, 0.0], [0.0, 0.0, 0.0], [0.0, 0.0, 0.0], [-0.1, 0.0, 0.1], [0.0, 0.0, 0.0], [0.0, 0.0, 0.0], [0.0, 0.1, 0.1], [0.0, 0.0, 0.0], [0.0, 0.0, 0.0], [0.0, 0.0, 0.0], [0.4, -0.4, 0.2], [0.0, 0.0, 0.0], [0.0, 0.0, 0.0], [0.0, 0.0, 0.0], [0.0, 0.2, -0.2]]
}